Version 1
DFT (the ωB97M-V functional and the def2-TZVPD basis) results for 2 unconnected molecules or ions with the total composition C4H9NO.

ORCA input file:
```
! wB97M-V def2-TZVPD RIJCOSX def2/J DEFGRID3
* xyz 1 2
C -0.0430 -0.4226 -0.2809
H -1.8773 -0.5508 1.8739
H 1.3219 1.1800 -1.6882
H -2.3426 -2.2794 1.5271
H -0.7178 0.0018 -1.0156
H 0.3073 1.9556 0.0614
C -0.7366 -1.5505 0.4120
H 2.7624 0.7081 -1.0370
C 1.2569 -0.1352 -0.1934
H -0.3663 -2.6190 -0.0665
H -1.2110 2.2356 -0.2380
O -0.3950 2.5989 -0.2661
N 1.7810 0.9671 -0.8019
H 1.9953 -0.6429 0.4252
C -1.7351 -1.4468 1.2880
*
```

Version 2
DFT (the ωB97M-V functional and the def2-TZVPD basis) results for a gas-phase ion, C4H9NO (charge +1).

ORCA input file:
```
! wB97M-V def2-TZVPD RIJCOSX def2/J DEFGRID3
* xyz 1 2
O -1.6666 -0.5645 -2.0673
C -0.8577 -0.5956 -1.1696
C -0.3495 0.6780 0.9879
H 1.7655 0.5090 0.4910
H 0.1229 -2.3713 -1.8031
C 0.1253 -1.6991 -0.9499
C 1.1139 1.2566 0.9248
H 1.1495 2.1704 0.3365
H -0.2552 -0.2826 1.4984
H -0.1992 -2.3481 -0.1273
H 1.1122 -1.3072 -0.7150
H 1.4342 1.4841 1.9362
N -0.9127 0.5046 -0.3042
H -1.6173 1.1775 -0.5703
H -0.9656 1.3881 1.5318
*
```

Version 3
DFT (the ωB97M-V functional and the def2-TZVPD basis) results for 2 unconnected molecules or ions with the total composition C4H9NO.

ORCA input file:
```
! wB97M-V def2-TZVPD RIJCOSX def2/J DEFGRID3
* xyz 1 2
O 1.3678 -1.4118 -0.9942
N -1.7755 0.5085 0.7160
H 0.4612 0.6460 2.0404
H 0.9209 1.4205 -2.5582
H -0.9822 0.9511 0.4176
H -0.3717 0.7949 3.8489
H -2.4386 -0.0862 2.5993
C 1.7135 -0.6441 -2.1362
C -1.5450 0.4276 2.1463
H -0.1312 0.0262 -2.4270
C -0.3703 0.7210 2.7453
H 2.6715 -0.9552 -2.6799
H -2.6819 1.0059 0.4711
H 0.4041 -1.3624 -0.8437
C 0.8074 0.3778 -2.4098
*
```

Looking at the structures above, which would you pick as the most stable? I would pick version 2.